# 1
# C3H10N3

A gas-phase ion, C3H10N3 (charge +1) in a non-equilibrium geometry (ωB97M-V/def2-TZVPD, the OMol25 dataset).

Properties
Strongest force on any atom = 4.05 eV/Å
Energy = -284.299416 Ha
SMILES = CNNC(C)=[NH2+]
E_HOMO = -14.54 eV
Spin multiplicity = 1
Net charge = +1
Kohn-Sham gap = 11.302 eV

CARTESIAN COORDINATES (ANGSTROEM)
C: -0.0569 -0.1202 -0.9782
C: -1.3195 -0.3078 -1.8363
C: 0.3700 0.1027 2.4513
N: -0.1173 0.4828 0.1833
N: 1.0588 -0.7155 -1.3894
N: 0.9195 0.5545 1.1143
H: -2.0421 0.4402 -1.4126
H: -1.6056 -1.3696 -1.6148
H: -0.9635 -0.2157 -2.8707
H: 0.9807 0.3842 3.2806
H: -0.6820 0.5760 2.5422
H: 0.0579 -0.8805 2.4598
H: -0.9553 1.0670 0.2610
H: 1.0570 -0.9877 -2.4037
H: 1.2719 1.4983 1.2403
H: 2.0264 -0.5086 -1.0269



# 2
# C6H10NS

A gas-phase ion, C6H10NS (charge +1) in a non-equilibrium geometry (ωB97M-V/def2-TZVPD, the OMol25 dataset).

Properties
Strongest force on any atom = 4.14 eV/Å
Energy = -687.120634 Ha
<S²> = 2.03
E_HOMO (alpha / beta) = -11.34 / -13.15 eV
Spin multiplicity = 3
Net charge = +1
Kohn-Sham gap (alpha / beta) = 7.810 / 7.014 eV

CARTESIAN COORDINATES (ANGSTROEM)
C: 1.4594 -0.1662 -1.1868
C: 1.6131 1.1636 -1.3808
C: 0.7734 -1.1989 1.0032
C: -0.2181 -0.1500 1.6033
C: 0.2734 -0.7710 -0.4462
C: -0.6440 0.1133 0.2367
N: -2.0827 0.5679 -0.2985
S: 0.4030 2.2993 -0.7038
H: 1.9727 -1.0540 -1.5709
H: 2.4049 1.6495 -1.9891
H: 1.8490 -0.9832 1.1743
H: 0.4888 -2.2446 1.2410
H: -1.0074 -0.5616 2.3944
H: 0.2157 0.6627 2.0621
H: -0.2142 -1.5132 -1.2036
H: -1.9436 1.3408 -0.9065
H: -2.4724 1.0857 0.4968
H: -2.8709 -0.2401 -0.5258



# 3
# C8H14Si

C8H14Si in the gas phase in a non-equilibrium geometry (ωB97M-V/def2-TZVPD, the OMol25 dataset).

Properties
Strongest force on any atom = 6.85 eV/Å
Energy = -602.559955 Ha
SMILES = CC1=CCC=C1[SiH](C)C
E_HOMO (alpha / beta) = -7.57 / -7.96 eV
Spin multiplicity = 1
Net charge = 0
Kohn-Sham gap (alpha / beta) = 7.789 / 7.898 eV

CARTESIAN COORDINATES (ANGSTROEM)
C: 0.7260 2.4266 -0.8568
C: 1.8810 0.3762 -0.5306
C: -0.2855 1.5968 -0.4340
C: 0.1229 0.3029 -0.1617
C: 2.0182 1.7533 -0.9671
C: -1.7910 1.9509 -0.5038
C: -1.2211 -2.6388 -0.3101
C: 0.7156 -1.9697 1.9586
Si: -0.5964 -1.1463 0.7076
H: 0.6035 3.5110 -0.9369
H: 2.3589 -0.6107 -0.8286
H: 2.4902 2.0333 -1.8525
H: 2.4318 2.4237 -0.0982
H: -2.2513 1.0357 -0.1768
H: -2.1972 2.1361 -1.4921
H: -2.1412 2.6850 0.2153
H: -1.7875 -2.2540 -1.2314
H: -0.3075 -3.2540 -0.6975
H: -1.9566 -3.1699 0.1835
H: 1.3867 -1.1740 2.3767
H: 0.2228 -2.5812 2.7132
H: 1.4145 -2.7901 1.4504
H: -1.8368 -0.6429 1.4727



# 4
# H10O5

5 unconnected molecules or ions with the total composition H10O5 in a non-equilibrium geometry (ωB97M-V/def2-TZVPD, the OMol25 dataset).

Properties
Strongest force on any atom = 5.30 eV/Å
Energy = -382.104735 Ha
SMILES = O.O.O.O.O
E_HOMO = -8.97 eV
Spin multiplicity = 1
Net charge = 0
Kohn-Sham gap = 9.500 eV

CARTESIAN COORDINATES (ANGSTROEM)
H: 0.1723 -1.3088 -1.5630
H: 1.2106 -2.1562 -2.2799
H: 0.3435 2.4243 1.2290
H: 1.0086 1.5650 2.2916
H: -1.3078 2.7206 1.4799
H: -1.3202 1.2078 1.3340
H: 2.8134 -2.3580 -0.2405
H: 1.4813 -3.0872 -0.3014
H: -3.2455 -0.1537 -0.4642
H: -2.4279 -0.1408 -1.7454
O: 1.0330 -1.2533 -1.9933
O: 1.0598 1.7922 1.3563
O: -1.4851 1.9111 1.9721
O: 1.8960 -2.2432 -0.5127
O: -2.3447 -0.0460 -0.7899



# 5
# C3H11O5P

2 unconnected molecules or ions with the total composition C3H11O5P in a non-equilibrium geometry (ωB97M-V/def2-TZVPD, the OMol25 dataset).

Properties
Strongest force on any atom = 2.57 eV/Å
Energy = -838.539598 Ha
SMILES = COP(=O)(OC)OC.O
E_HOMO = -10.95 eV
Spin multiplicity = 1
Net charge = 0
Kohn-Sham gap = 11.692 eV

CARTESIAN COORDINATES (ANGSTROEM)
O: -0.9979 2.5830 1.5540
O: 0.8770 1.0881 0.3149
O: 0.7780 1.3115 2.8817
O: 1.6156 3.2241 1.4485
C: 0.0000 0.0000 0.0000
C: 0.6337 2.0242 4.1134
C: 1.6737 4.1569 0.4118
P: 0.4228 2.1338 1.5121
H: -0.1785 -0.6756 0.8534
H: 0.4469 -0.5830 -0.8228
H: -0.9695 0.4016 -0.3395
H: 1.4808 2.7038 4.3062
H: 0.5853 1.2824 4.9283
H: -0.2985 2.6137 4.1185
H: 0.7042 4.3966 -0.0564
H: 2.3683 3.8139 -0.3733
H: 2.0819 5.0756 0.8658
O: 0.2971 -1.6404 3.4292
H: 0.5876 -2.2320 2.6986
H: 0.7363 -0.7801 3.2413



# 6
# C4H6N2O

C4H6N2O in the gas phase in a non-equilibrium geometry (ωB97M-V/def2-TZVPD, the OMol25 dataset).

Properties
Strongest force on any atom = 1.51 eV/Å
Energy = -340.725997 Ha
SMILES = COc1cc[nH]n1
E_HOMO = -9.01 eV
Spin multiplicity = 1
Net charge = 0
Kohn-Sham gap = 10.100 eV

CARTESIAN COORDINATES (ANGSTROEM)
C: -2.2885 0.0846 0.0536
O: -1.2529 -0.8541 -0.2178
C: -0.0253 -0.3279 -0.1684
N: 0.1717 0.9296 0.0985
N: 1.5355 1.0945 0.1123
C: 2.1634 -0.1200 -0.1145
C: 1.1967 -1.0457 -0.3586
H: -3.2185 -0.4819 0.0255
H: -2.1523 0.5486 1.0368
H: -2.2943 0.8786 -0.7007
H: 1.6219 1.5998 0.9784
H: 3.2463 -0.2154 -0.1321
H: 1.2964 -2.0905 -0.6130



# 7
# C9H17BO2

A molecular structure, C9H17BO2 in a non-equilibrium geometry (ωB97M-V/def2-TZVPD, the OMol25 dataset).

Properties
Strongest force on any atom = 5.30 eV/Å
Energy = -528.453377 Ha
E_HOMO = -9.17 eV
Spin multiplicity = 1
Net charge = 0
Kohn-Sham gap = 9.850 eV

CARTESIAN COORDINATES (ANGSTROEM)
B: -2.4574 0.4225 -0.0061
C: -1.2354 -1.8186 0.4853
C: -0.2270 -1.5079 -0.3424
C: -2.2427 -0.7735 1.1508
C: 0.1245 -0.1356 -0.6687
C: 0.5323 -2.6188 -1.1359
C: 2.5375 0.3722 -0.1338
C: 0.6438 1.1321 1.3835
C: 1.1066 2.3839 -0.6315
C: 1.0447 0.8871 -0.0722
O: -1.4300 0.8634 -0.7289
O: -3.6775 0.9019 -0.3770
H: -1.6660 -2.8036 0.5432
H: -1.5664 -0.1956 1.9194
H: -3.1064 -1.2328 1.6074
H: 0.4395 -0.0983 -1.7825
H: 1.4605 -2.8831 -0.6742
H: 0.6213 -2.3858 -2.1190
H: -0.1524 -3.5094 -0.9544
H: 2.4477 -0.5820 0.2810
H: 3.1442 0.9673 0.4525
H: 2.9574 0.2874 -1.0855
H: 1.2629 1.9469 1.7727
H: -0.3964 1.5707 1.4262
H: 0.7892 0.2770 2.0377
H: 1.8601 2.8902 -0.0374
H: 0.1945 2.8213 -0.5546
H: 1.4281 2.4552 -1.6364
H: -4.4371 0.3663 -0.1192



# 8
# C2H3NOS2

A molecular structure, C2H3NOS2 in a non-equilibrium geometry (ωB97M-V/def2-TZVPD, the OMol25 dataset).

Properties
Strongest force on any atom = 4.06 eV/Å
Energy = -1004.188862 Ha
E_HOMO (alpha / beta) = -9.09 / -9.15 eV
Spin multiplicity = 1
Net charge = 0
Kohn-Sham gap (alpha / beta) = 6.528 / 6.658 eV

CARTESIAN COORDINATES (ANGSTROEM)
C: 0.0191 -0.6762 -0.7509
C: 0.8421 -0.0720 0.3843
N: 0.1029 -1.9267 -1.1501
O: -0.2440 -2.4125 -2.2040
S: 1.0420 -1.2611 1.8803
S: 0.7346 -3.2065 -0.1578
H: -0.2839 0.0638 -1.4868
H: 1.7596 0.3293 -0.1360
H: 0.3831 0.7993 0.9904



# 9
# C4H5N3O

C4H5N3O in the gas phase in a non-equilibrium geometry (ωB97M-V/def2-TZVPD, the OMol25 dataset).

Properties
Strongest force on any atom = 5.04 eV/Å
Energy = -394.837368 Ha
SMILES = [H]/N=C\N1N=COC1=C
E_HOMO = -8.41 eV
Spin multiplicity = 1
Net charge = 0
Kohn-Sham gap = 9.225 eV

CARTESIAN COORDINATES (ANGSTROEM)
C: 1.0921 -1.1912 1.4995
C: 0.8211 -0.4915 0.3998
C: 0.8708 0.3325 -1.5705
C: -1.4775 0.1208 0.7884
H: 2.0532 -1.7010 1.5114
H: 0.4937 -0.8431 2.5197
H: 1.3074 0.5956 -2.5465
H: -1.4407 -0.6262 1.6175
H: -2.4069 1.2176 -0.3715
N: -0.2084 0.7340 -1.1637
N: -0.3170 0.1962 0.1074
N: -2.5243 0.7733 0.5029
O: 1.6877 -0.3989 -0.6950



# 10
# C5H8N2O

C5H8N2O in the gas phase in a non-equilibrium geometry (ωB97M-V/def2-TZVPD, the OMol25 dataset).

Properties
Strongest force on any atom = 3.69 eV/Å
Energy = -379.965576 Ha
SMILES = C=C(/N=N/C)C(C)=O
E_HOMO = -8.73 eV
Spin multiplicity = 1
Net charge = 0
Kohn-Sham gap = 8.933 eV

CARTESIAN COORDINATES (ANGSTROEM)
C: 2.1292 -1.4666 -1.2912
C: -0.9499 0.4023 2.0588
C: -1.0416 -0.3297 0.7498
C: -0.6666 0.5848 -0.4950
C: -1.1564 1.7753 -0.8232
N: 0.5645 0.0528 -0.7057
N: 0.7879 -0.9686 -1.3845
O: -1.4812 -1.4372 0.6080
H: 2.4215 -1.7939 -2.2883
H: 2.1162 -2.3521 -0.6682
H: 2.8425 -0.7286 -0.9002
H: -1.5944 1.2949 2.0421
H: 0.0740 0.7350 2.2263
H: -1.2562 -0.2443 2.8772
H: -0.6973 2.3656 -1.6009
H: -2.0921 2.1105 -0.4050



# 11
# C18H23InN2O2S3

A molecular structure, C18H23InN2O2S3 in a non-equilibrium geometry (ωB97M-V/def2-TZVPD, the OMol25 dataset).

Properties
Strongest force on any atom = 1.57 eV/Å
Energy = -2343.979218 Ha
E_HOMO = -15.34 eV
Spin multiplicity = 1
Net charge = +2
Kohn-Sham gap = 9.130 eV

CARTESIAN COORDINATES (ANGSTROEM)
In: 0.0790 -0.3181 -0.1962
C: -0.1372 -2.3131 -2.9328
C: -0.4484 -1.0102 -3.6586
S: -0.0692 0.5395 -2.7549
C: -1.6634 1.4543 -2.7805
C: -2.9112 0.8755 -2.1242
S: -2.6936 0.2187 -0.4281
C: -3.3695 -1.4716 -0.6173
C: -2.6907 -2.3777 -1.6324
S: -0.9040 -2.6332 -1.3050
H: 0.9319 -2.3940 -2.7239
H: -0.4248 -3.1439 -3.5812
H: -1.4869 -0.9568 -3.9809
H: 0.1863 -0.9797 -4.5490
H: -1.8794 1.6386 -3.8336
H: -1.4127 2.4111 -2.3180
H: -3.3729 0.0892 -2.7185
H: -3.6363 1.6872 -2.0302
H: -4.4255 -1.3600 -0.8759
H: -3.2960 -1.8998 0.3822
H: -2.8088 -2.0162 -2.6517
H: -3.1634 -3.3600 -1.5654
C: -0.1672 4.0983 0.7633
C: -0.5535 4.1026 2.0971
C: -0.5752 2.9088 2.7992
C: -0.2700 1.7271 2.1260
N: -0.0012 1.7373 0.8198
C: 0.0937 2.8801 0.1609
C: -0.1876 0.4131 2.7951
C: 0.0875 0.2860 4.1555
C: 0.2089 -0.9830 4.7027
C: -0.0011 -2.0920 3.8955
C: -0.2469 -1.8854 2.5487
N: -0.3172 -0.6697 2.0201
H: -0.0736 5.0142 0.2036
H: -0.8185 5.0277 2.5831
H: -0.8459 2.8942 3.8428
H: 0.4177 2.8069 -0.8718
H: 0.2432 1.1592 4.7689
H: 0.4838 -1.1080 5.7385
H: 0.0557 -3.0939 4.2917
H: -0.3684 -2.7150 1.8615
C: 4.0870 -1.1727 -0.0711
C: 2.6293 -0.8555 -0.1626
O: 1.7858 -1.7840 -0.0929
O: 2.2463 0.3248 -0.3130
H: 4.4181 -0.9950 0.9524
H: 4.6484 -0.5122 -0.7249
H: 4.2654 -2.2137 -0.3223



# 12
# C4H11NS

C4H11NS in the gas phase (ωB97M-V/def2-TZVPD, the OMol25 dataset).

Properties
Strongest force on any atom = 0.64 eV/Å
Energy = -611.932898 Ha
SMILES = NCCCCS
E_HOMO = -9.01 eV
Spin multiplicity = 1
Net charge = 0
Kohn-Sham gap = 9.936 eV

CARTESIAN COORDINATES (ANGSTROEM)
C: 0.5481 0.9136 0.6020
C: -0.5335 -0.1184 0.9244
C: -0.7027 -1.1763 -0.1402
S: 0.8636 -2.0554 -0.4921
C: 0.1059 2.0095 -0.3511
N: -0.9852 2.8386 0.1524
H: 1.4259 0.4270 0.1574
H: 0.9290 1.3723 1.5161
H: -1.5059 0.3818 1.0060
H: -0.3358 -0.6037 1.8766
H: -1.0642 -0.7681 -1.0842
H: -1.4345 -1.9156 0.1791
H: 0.2824 -3.1846 -0.9099
H: -0.1719 1.5760 -1.3194
H: 0.9720 2.6333 -0.5626
H: -0.7190 3.8064 0.2559
H: -1.3834 2.4811 1.0146